(1)
106
Properties=species:S:1:pos:R:3 method="wB97M-V/def2-TZVPD" lumo_ev=3.7 total_charge=-2
K 1.09 0.48 1.68
F 7.24 -3.13 5.85
C 6.17 -3.16 5.03
C 5.70 -4.37 4.55
F 6.33 -5.50 4.94
C 4.60 -4.35 3.71
F 4.20 -5.60 3.26
C 3.95 -3.23 3.31
P 2.15 -2.76 0.72
C 3.83 -3.16 0.13
C 4.41 -4.42 0.23
C 5.71 -4.64 -0.22
C 6.45 -3.60 -0.76
C 5.89 -2.33 -0.84
C 4.60 -2.12 -0.39
C 1.39 -4.34 1.24
C 0.81 -4.35 2.51
C 0.14 -5.47 2.97
C 0.04 -6.61 2.18
C 0.62 -6.61 0.92
C 1.28 -5.49 0.46
C 4.45 -2.05 3.81
Br 3.64 -0.34 3.36
C 5.54 -1.98 4.66
F 6.05 -0.83 5.15
H 3.86 -5.23 0.70
H 6.15 -5.63 -0.12
H 7.46 -3.77 -1.11
H 6.47 -1.50 -1.23
H 4.19 -1.11 -0.41
H 0.93 -3.48 3.15
H -0.30 -5.46 3.96
H -0.47 -7.49 2.55
H 0.56 -7.50 0.30
H 1.73 -5.51 -0.53
C -0.67 -2.74 -1.11
Si 1.19 -2.53 -1.32
C 1.50 -0.79 -1.95
C 1.89 -3.69 -2.63
H -1.09 -3.31 -1.95
H -1.15 -1.75 -1.10
H -0.93 -3.26 -0.19
H 1.08 -0.72 -2.97
H 2.56 -0.56 -2.03
H 1.00 -0.01 -1.37
H 1.11 -3.93 -3.36
H 2.30 -4.63 -2.25
H 2.70 -3.18 -3.15
Br 1.52 6.94 6.38
C 0.71 5.80 5.08
C -0.42 6.24 4.42
C -1.00 5.39 3.48
C -0.47 4.14 3.22
C 0.68 3.72 3.89
C 1.28 4.56 4.83
C 1.25 2.35 3.57
O 2.26 2.33 2.82
O 0.61 1.37 4.00
H -0.84 7.21 4.63
H -1.89 5.72 2.94
H -0.93 3.49 2.49
H 2.17 4.25 5.34
C -4.36 -1.28 -2.21
C -4.42 0.11 -1.58
C -5.73 0.79 -1.96
C -4.29 -0.01 -0.07
O -3.34 0.85 -2.16
Si -2.45 2.12 -1.57
S -1.04 1.63 -0.19
O -1.81 2.82 -2.93
C -1.70 2.41 -4.29
C -0.87 3.50 -4.97
C -3.08 2.33 -4.94
C -0.97 1.08 -4.37
O -3.64 3.17 -1.04
C -3.60 4.57 -0.79
C -2.19 5.08 -0.52
C -4.48 4.81 0.43
C -4.18 5.27 -2.02
H -5.18 -1.91 -1.87
H -3.42 -1.77 -1.95
H -4.42 -1.20 -3.30
H -6.59 0.26 -1.53
H -5.85 0.82 -3.04
H -5.73 1.82 -1.58
H -5.10 -0.64 0.33
H -4.35 0.97 0.40
H -3.33 -0.44 0.20
H -1.39 4.46 -4.89
H -0.71 3.27 -6.03
H 0.10 3.59 -4.48
H -3.59 3.29 -4.84
H -3.68 1.56 -4.46
H -2.98 2.09 -6.00
H 0.00 1.16 -3.88
H -0.82 0.78 -5.41
H -1.54 0.30 -3.86
H -1.74 4.57 0.33
H -2.21 6.16 -0.31
H -1.54 4.91 -1.38
H -4.08 4.26 1.28
H -5.49 4.46 0.24
H -4.52 5.87 0.69
H -3.55 5.07 -2.89
H -4.23 6.35 -1.86
H -5.18 4.89 -2.22

---

(2)
101
Properties=species:S:1:pos:R:3 method="wB97M-V/def2-TZVPD" s_squared=3.86 multiplicity=4 lumo_ev="-0.6 / -0.7" total_charge=0
Cr -0.80 0.44 -0.43
C 0.06 1.48 4.47
C -0.90 1.14 3.33
Ge -0.22 -0.06 1.90
C -0.80 -1.89 2.40
C -0.55 -2.23 3.87
C 1.71 -0.18 2.34
C 2.91 -0.22 1.75
Ge 3.33 -0.40 -0.18
C 4.02 -2.21 -0.45
C 5.44 -2.29 -1.02
C 4.35 1.03 -1.10
C 5.76 1.40 -0.63
C 4.18 -0.30 2.57
C 5.42 -0.47 1.95
C 6.60 -0.53 2.67
C 6.58 -0.43 4.05
C 5.36 -0.27 4.69
C 4.18 -0.20 3.96
H -0.40 2.15 5.19
H 0.97 1.96 4.11
H 0.37 0.58 5.02
H -1.25 2.06 2.85
H -1.80 0.66 3.73
H -0.29 -2.61 1.75
H -1.87 -1.96 2.17
H 0.52 -2.20 4.11
H -0.90 -3.23 4.11
H -1.06 -1.53 4.53
H 1.78 -0.22 3.43
H 3.34 -2.72 -1.13
H 3.94 -2.71 0.52
H 5.53 -1.75 -1.96
H 5.69 -3.33 -1.22
H 6.19 -1.90 -0.34
H 3.72 1.92 -1.07
H 4.38 0.68 -2.14
H 5.76 1.77 0.39
H 6.15 2.19 -1.27
H 6.45 0.56 -0.69
H 5.48 -0.56 0.88
H 7.54 -0.66 2.15
H 7.50 -0.48 4.62
H 5.32 -0.18 5.77
H 3.26 -0.07 4.51
C -2.31 3.01 -3.19
C -0.80 3.14 -3.37
C -0.16 3.87 -2.22
C -0.24 5.25 -2.17
C 0.22 5.97 -1.08
C 0.76 5.29 0.00
C 0.87 3.90 0.00
C 1.43 3.19 1.21
C 2.80 3.69 1.65
C 0.41 3.21 -1.12
N 0.54 1.78 -1.13
C 1.47 1.25 -1.84
C 1.66 -0.19 -1.77
C 2.11 -1.08 -2.78
C 1.47 -2.28 -2.56
C 0.63 -2.10 -1.44
N 0.70 -0.87 -0.98
H -2.75 2.41 -3.99
H -2.79 3.99 -3.19
H -2.55 2.52 -2.24
H -0.58 3.68 -4.30
H -0.38 2.13 -3.49
H -0.68 5.77 -3.01
H 0.15 7.05 -1.06
H 1.11 5.85 0.87
H 1.50 2.12 1.00
H 0.72 3.29 2.03
H 3.52 3.64 0.83
H 3.18 3.07 2.47
H 2.77 4.72 2.00
H 2.10 1.86 -2.47
H 2.81 -0.85 -3.57
H 1.58 -3.19 -3.14
H -0.04 -2.82 -0.99
I -0.63 0.21 -9.29
C -1.16 -0.01 -7.28
C -2.41 -0.51 -6.95
C -2.75 -0.66 -5.62
C -1.86 -0.30 -4.61
C -0.62 0.21 -4.97
C -0.26 0.36 -6.30
C -2.29 -0.47 -3.17
O -3.35 -1.02 -2.94
O -1.46 0.00 -2.29
H -3.11 -0.79 -7.73
H -3.72 -1.05 -5.33
H 0.08 0.47 -4.19
H 0.71 0.75 -6.57
C -5.62 -1.10 -0.82
O -4.45 -0.54 -0.22
C -4.18 0.74 -0.43
S -5.13 1.80 -1.23
S -2.74 1.23 0.47
H -5.55 -2.17 -0.65
H -5.63 -0.88 -1.88
H -6.51 -0.68 -0.34

---

(3)
140
Properties=species:S:1:pos:R:3 method="wB97M-V/def2-TZVPD" lumo_ev=0.3 smiles="CCOC(=O)C(F)(F)F.CCOC(=O)C(F)(F)F.CCOC(=O)C(F)(F)F.CCOC(=O)C(F)(F)F.CCOC(=O)C(F)(F)F.CCOC(=O)C(F)(F)F.CCOC(=O)C(F)(F)F.CCOC(=O)C(F)(F)F.CCOC(=O)C(F)(F)F.CCOC(=O)C(F)(F)F" total_charge=0
C -6.22 -4.61 4.26
C -5.09 -5.28 3.48
O -4.72 -4.46 2.38
C -3.80 -4.88 1.53
O -3.32 -5.97 1.53
C -3.47 -3.83 0.46
F -3.67 -2.60 0.89
F -2.17 -3.99 0.11
F -4.13 -4.05 -0.69
H -6.89 -4.10 3.57
H -5.66 -3.86 4.83
H -6.77 -5.17 5.00
H -5.50 -6.24 3.13
H -4.25 -5.59 4.10
C 0.54 -1.91 -0.69
C -0.01 -0.55 -0.28
O 0.91 0.30 0.39
C 1.03 1.55 0.02
O 0.33 2.08 -0.81
C 1.94 2.40 0.90
F 2.86 3.02 0.19
F 1.23 3.21 1.66
F 2.63 1.58 1.74
H 0.91 -1.90 -1.72
H -0.19 -2.70 -0.54
H 1.37 -2.23 -0.05
H -0.85 -0.75 0.38
H -0.49 -0.09 -1.15
C -3.43 -4.35 -6.90
C -3.30 -4.50 -5.37
O -2.68 -3.35 -4.80
C -3.39 -2.56 -4.01
O -4.57 -2.58 -3.85
C -2.55 -1.40 -3.41
F -3.35 -0.41 -3.05
F -1.93 -1.84 -2.31
F -1.66 -0.93 -4.28
H -4.34 -3.82 -7.21
H -3.49 -5.32 -7.38
H -2.61 -3.76 -7.31
H -2.55 -5.29 -5.30
H -4.17 -4.81 -4.79
C 1.76 7.43 8.43
C 2.84 6.60 7.71
O 2.13 5.71 6.85
C 2.58 5.58 5.60
O 3.64 5.95 5.19
C 1.48 5.07 4.64
F 2.00 4.84 3.44
F 1.01 3.90 5.13
F 0.45 5.90 4.52
H 2.18 7.71 9.40
H 0.76 7.03 8.48
H 1.68 8.44 8.01
H 3.39 6.03 8.45
H 3.49 7.33 7.24
C 1.94 -0.90 3.82
C 3.06 -1.77 3.32
O 4.12 -1.01 2.74
C 4.53 -1.29 1.50
O 4.07 -2.15 0.83
C 5.78 -0.50 1.07
F 6.14 0.36 2.02
F 6.82 -1.31 0.81
F 5.49 0.13 -0.07
H 2.25 -0.22 4.61
H 1.10 -1.52 4.10
H 1.57 -0.27 3.00
H 2.69 -2.45 2.55
H 3.39 -2.42 4.14
C -1.74 2.30 -3.52
C -0.47 2.77 -4.16
O 0.50 1.71 -4.11
C 1.73 2.05 -4.42
O 2.06 3.15 -4.75
C 2.78 0.96 -4.30
F 2.18 -0.24 -4.26
F 3.65 0.99 -5.30
F 3.48 1.09 -3.18
H -1.63 1.94 -2.49
H -2.25 1.49 -4.04
H -2.40 3.17 -3.39
H -0.12 3.61 -3.55
H -0.52 3.23 -5.14
C 0.11 5.56 -0.06
C 0.29 6.72 0.89
O 0.88 7.83 0.22
C 2.12 8.20 0.50
O 2.80 7.77 1.37
C 2.72 9.13 -0.59
F 3.03 10.29 0.04
F 3.85 8.57 -1.02
F 1.90 9.46 -1.58
H -0.46 4.74 0.37
H 1.07 5.18 -0.41
H -0.41 5.86 -0.98
H 0.91 6.44 1.74
H -0.67 7.01 1.30
C -1.99 -1.00 3.84
C -2.49 0.45 3.72
O -2.51 0.71 2.31
C -3.68 0.60 1.67
O -4.73 0.27 2.13
C -3.49 0.98 0.17
F -3.85 -0.11 -0.52
F -4.32 1.98 -0.16
F -2.24 1.38 -0.08
H -2.66 -1.76 3.43
H -1.84 -1.25 4.88
H -1.10 -1.13 3.21
H -1.65 1.06 4.06
H -3.43 0.71 4.20
C 0.85 -2.42 -4.96
C 1.95 -2.78 -5.96
O 2.04 -1.85 -7.03
C 1.23 -1.99 -8.05
O 0.37 -2.82 -8.15
C 1.47 -0.96 -9.16
F 0.43 -0.92 -9.98
F 1.60 0.26 -8.63
F 2.57 -1.27 -9.83
H 0.92 -1.41 -4.56
H 0.91 -3.15 -4.15
H -0.12 -2.54 -5.44
H 1.66 -3.74 -6.38
H 2.89 -2.86 -5.42
C 1.76 -5.58 0.08
C 0.70 -6.12 1.03
O 0.82 -5.65 2.37
C 0.30 -4.50 2.70
O 0.10 -3.57 1.97
C 0.12 -4.33 4.22
F -0.48 -5.36 4.81
F 1.36 -4.18 4.73
F -0.58 -3.22 4.48
H 2.79 -5.81 0.36
H 1.68 -4.50 0.04
H 1.75 -6.04 -0.91
H 0.86 -7.19 1.10
H -0.24 -6.04 0.49

---

(4)
100
Properties=species:S:1:pos:R:3 method="wB97M-V/def2-TZVPD" lumo_ev=0.1 smiles=c1cc[nH]c1.c1cc[nH]c1.c1cc[nH]c1.c1cc[nH]c1.c1cc[nH]c1.c1cc[nH]c1.c1cc[nH]c1.c1cc[nH]c1.c1cc[nH]c1.c1cc[nH]c1 total_charge=0
C -1.08 7.80 -7.83
C -0.72 6.59 -7.18
C -1.85 5.77 -7.14
N -2.91 6.47 -7.69
C -2.46 7.72 -8.15
H -0.42 8.61 -8.12
H 0.30 6.44 -6.89
H -2.01 4.84 -6.62
H -3.87 6.15 -7.68
H -3.15 8.32 -8.72
C 1.84 7.07 0.06
C 1.56 7.99 0.98
C 2.72 8.07 1.85
N 3.63 7.15 1.40
C 3.09 6.60 0.23
H 1.32 6.71 -0.81
H 0.72 8.66 1.13
H 2.91 8.72 2.69
H 4.62 7.05 1.57
H 3.58 5.81 -0.32
C 0.74 -8.84 3.09
C 0.55 -10.20 2.79
C -0.34 -10.34 1.72
N -0.89 -9.11 1.62
C -0.15 -8.17 2.30
H 1.43 -8.51 3.85
H 1.20 -10.94 3.23
H -0.64 -11.16 1.08
H -1.57 -8.85 0.92
H -0.35 -7.12 2.13
C 0.79 -0.46 -0.61
C -0.25 0.45 -0.31
C -0.83 0.05 0.88
N -0.02 -0.90 1.41
C 0.98 -1.22 0.49
H 1.44 -0.49 -1.47
H -0.56 1.31 -0.88
H -1.69 0.51 1.37
H -0.07 -1.29 2.34
H 1.61 -2.07 0.69
C 0.39 -2.88 8.87
C 1.45 -3.09 8.04
C 1.95 -1.85 7.61
N 1.13 -0.98 8.24
C 0.05 -1.60 8.74
H -0.16 -3.72 9.27
H 1.94 -4.05 7.92
H 2.78 -1.50 7.01
H 1.24 0.02 8.12
H -0.88 -1.20 9.12
C 6.18 0.58 -5.17
C 5.41 1.63 -5.60
C 4.71 1.14 -6.72
N 5.05 -0.17 -6.95
C 5.98 -0.51 -6.03
H 6.99 0.57 -4.46
H 5.67 2.60 -5.21
H 4.06 1.64 -7.43
H 4.94 -0.65 -7.83
H 6.60 -1.40 -6.09
C 1.11 4.86 7.80
C -0.20 4.35 7.98
C -0.53 3.84 6.74
N 0.47 3.99 5.83
C 1.50 4.58 6.51
H 1.75 5.32 8.54
H -0.70 4.44 8.93
H -1.35 3.21 6.42
H 0.45 3.59 4.90
H 2.34 4.90 5.90
C -5.01 5.97 0.57
C -5.72 6.25 -0.61
C -6.73 5.30 -0.59
N -6.73 4.54 0.47
C -5.76 5.07 1.30
H -4.15 6.59 0.80
H -5.55 7.02 -1.35
H -7.57 5.14 -1.24
H -7.46 3.88 0.71
H -5.65 4.62 2.27
C -5.53 -5.24 -1.04
C -4.63 -6.00 -1.79
C -3.50 -5.31 -2.01
N -3.74 -4.11 -1.44
C -4.96 -4.06 -0.85
H -6.47 -5.51 -0.59
H -4.83 -7.00 -2.14
H -2.61 -5.46 -2.60
H -2.96 -3.46 -1.46
H -5.35 -3.17 -0.36
C 2.54 -7.08 -4.81
C 2.29 -8.44 -4.78
C 2.36 -8.86 -3.45
N 2.76 -7.79 -2.67
C 2.87 -6.70 -3.49
H 2.50 -6.50 -5.71
H 2.03 -9.03 -5.65
H 2.22 -9.88 -3.13
H 2.67 -7.87 -1.67
H 3.19 -5.74 -3.12

---

Q: Which calculated total energy values were calculated for the entries above? A: -9396.72146; -8181.80507; -6055.07881; -2101.50370, in a.u..
Q: Which max |F| values were calculated for the entries above? A: 1.026; 1.358; 2.877; 5.571, in eV/Å.
Q: Which relative energy (zero: lowest compared OMol25 entry of this formula, charge and spin) values were calculated for the entries above? A: 0.0000; 2.1116; 2.7023; 5.4159, in eV.